[1]
Here is a cluster of 2 separate species, C13H28ClNO2Si in total from OMol25. Energies are from ωB97M-V with the def2-TZVPD basis set.

Element x y z (Å)
C1 -2.29265 0.03429 4.52538
C2 -2.90077 0.32021 3.26910
Si1 -1.82327 0.84646 1.74400
C3 -1.86584 -0.65004 0.54842
C4 -0.61714 -0.73979 -0.45712
C5 0.13031 -2.15526 -0.20454
C6 1.60935 -2.20057 -0.80196
N1 2.49184 -1.07521 -0.32941
C7 3.89863 -1.46075 -0.36369
C8 4.67899 -1.95821 0.95452
O1 4.57974 -1.46515 -1.42340
C9 -2.62499 2.44077 1.00850
Cl1 -1.58870 3.19169 -0.35038
C10 -2.77953 3.59512 2.12524
C11 -4.09786 3.44865 3.02535
H1 -2.55244 -0.98288 4.98964
H2 -1.55601 0.76832 4.97323
H3 -4.02647 0.22215 3.06979
H4 -0.47538 1.22951 2.18427
H5 -2.87148 -0.64635 0.00897
H6 -1.86052 -1.60007 1.19892
H7 -1.04068 -0.80750 -1.52476
H8 0.08963 0.14840 -0.42702
H9 0.14087 -2.44037 0.90897
H10 -0.48268 -2.98114 -0.72085
H11 1.57066 -2.29256 -1.93414
H12 2.08161 -3.18076 -0.42106
H13 2.18175 -0.79468 0.60931
H14 5.79949 -2.05906 0.72816
H15 4.29556 -3.00193 1.20800
H16 4.47955 -1.26438 1.83510
H17 -3.65453 2.21491 0.57597
H18 -1.84807 3.53916 2.79798
H19 -2.76585 4.64707 1.67427
H20 -4.53050 4.47924 3.28534
H21 -3.77008 2.97061 4.01665
H22 -4.89464 2.75909 2.59484
C12 2.21136 0.12869 -5.75467
C13 1.61826 -0.56584 -4.54459
O2 2.51801 -1.55000 -4.05075
H23 2.42789 -0.59533 -6.54411
H24 1.52584 0.88392 -6.14685
H25 3.15766 0.61282 -5.49715
H26 0.68456 -1.06615 -4.81089
H27 1.40947 0.15303 -3.74512
H28 3.33906 -1.10013 -3.80746

Summary:
Multiplicity = 1
Highest occupied orbital energy = -8.755 eV
Structure (SMILES) = C=C[Si@@H](CCCCNC(C)=O)[C@H](Cl)CC.CCO



[2]
Here is a structure of composition C13H29BeBrF10N6O6PS from OMol25. Energies are from ωB97M-V with the def2-TZVPD basis set.

Element x y z (Å)
N1 -3.44181 4.09003 2.70183
C1 -3.96715 4.14818 1.60240
C2 -4.88114 3.92389 0.33076
C3 -4.38007 2.77090 -0.66321
N2 -5.59394 2.38126 -1.48454
C4 -3.35569 3.40558 -1.71868
N3 -2.58646 3.87257 -2.51853
C5 -3.86117 1.42649 0.04224
C6 -2.69177 0.67386 -0.80949
C7 -1.23664 1.24112 -0.37134
C8 -0.09674 0.46474 -1.21338
C9 0.69597 1.40590 -2.23624
N4 1.70743 2.29119 -1.58099
H1 -4.85133 4.91438 -0.26949
H2 -6.00103 3.77403 0.57829
H3 -5.25515 1.69977 -2.19651
H4 -6.27069 1.87903 -0.87307
H5 -4.73171 0.67460 0.11621
H6 -3.43168 1.55148 1.09260
H7 -2.70504 -0.42777 -0.45729
H8 -2.87770 0.71025 -1.93599
H9 -1.01783 1.07569 0.74517
H10 -1.13345 2.37304 -0.54584
H11 -0.66233 -0.31929 -1.84996
H12 0.66172 -0.07009 -0.52606
H13 1.29115 0.70355 -2.94258
H14 -0.00288 2.00525 -2.93484
H15 1.94731 3.03509 -2.26495
H16 1.33046 2.74957 -0.73450
N5 3.67374 -0.27940 -0.24454
H17 4.59701 0.07343 0.01705
H18 3.77957 -1.11300 -0.83040
H19 3.14702 -0.52111 0.60278
H20 3.16679 0.44296 -0.76394
C10 2.67020 -3.70272 3.21098
N6 2.58438 -2.95781 1.92813
O1 3.23511 -3.39157 0.96933
O2 1.87577 -1.96535 1.90467
H21 3.33298 -4.55656 3.07990
H22 3.06609 -3.01874 3.96094
H23 1.66317 -4.03184 3.46732
Br1 -1.48969 5.25491 2.78128
Be1 3.29479 -4.49649 -0.57132
C11 -3.74472 -3.28668 -2.89045
C12 -2.23852 -3.12915 -2.82019
O3 -1.87313 -2.41467 -1.64582
H24 -4.23300 -2.30826 -2.89226
H25 -4.03908 -3.82953 -3.79192
H26 -4.11838 -3.82817 -2.01624
H27 -1.87211 -2.56944 -3.68337
H28 -1.74385 -4.10527 -2.80638
H29 -2.19238 -2.92021 -0.88571
F1 0.97429 5.27913 0.23674
P1 0.66501 6.64573 -0.54468
F2 0.15200 8.15532 -0.36723
F3 1.85996 7.01989 0.45791
F4 0.25696 5.74154 -1.80466
F5 1.59954 7.18479 -1.73037
F6 -0.85073 6.49433 -0.04632
F7 1.65065 1.89436 0.92989
C13 6.71873 -6.52341 3.18180
F8 6.41561 -6.68901 1.86849
F9 7.86586 -7.21591 3.39040
F10 7.04211 -5.21128 3.32774
S1 5.33963 -7.05587 4.31197
O4 5.13105 -8.46847 4.02018
O5 4.20275 -6.21164 3.94537
O6 5.83416 -6.80911 5.66093

Summary:
Multiplicity = 1
Net charge = -1
Highest occupied orbital energy = -5.355 eV



[3]
Here is a structure of composition C13H29Cl2NNbO3SSiSr from OMol25. Energies are from ωB97M-V with the def2-TZVPD basis set.

Element x y z (Å)
C1 -1.14096 -4.08605 -1.40207
Si1 -2.49257 -2.71352 -1.44740
C2 -1.98716 -1.47968 -2.86243
C3 -4.14047 -3.57194 -2.07598
O1 -2.76770 -1.91362 0.11677
C4 -1.43767 -1.48863 0.62834
C5 -1.52726 -0.23551 1.71318
Nb1 0.52559 0.66522 2.21187
O2 0.87113 -1.04918 3.42486
Cl1 -0.54644 1.75050 4.19859
C6 2.59725 1.55990 2.76224
C7 3.80964 0.45793 2.70338
C8 4.85259 0.69277 1.41725
Cl2 5.00540 -0.91542 0.50855
C9 0.14659 2.56890 1.02243
C10 -0.93060 2.42855 -0.20491
C11 -0.47801 3.45438 -1.44542
C12 -0.71909 2.58828 -2.83754
O3 0.25324 2.94488 -3.91689
N1 1.51485 -0.34382 0.59118
C13 1.94856 0.51690 -0.38627
S1 2.58062 1.53502 -1.60978
H1 -1.61834 -5.17537 -1.35120
H2 -0.38641 -4.01296 -0.51007
H3 -0.50699 -4.07209 -2.41256
H4 -2.51747 -0.43441 -2.65792
H5 -0.80853 -1.35810 -2.95449
H6 -2.41991 -1.95217 -3.86922
H7 -4.97737 -2.76100 -1.93817
H8 -4.30906 -4.53077 -1.42226
H9 -3.97398 -3.88536 -3.21185
H10 -0.79457 -1.23216 -0.32794
H11 -1.01753 -2.43276 1.22487
H12 -2.31368 0.54504 1.31845
H13 -2.00715 -0.69362 2.70540
H14 0.08706 -1.15869 4.07043
H15 2.47215 2.03318 3.82579
H16 2.89553 2.42185 1.99334
H17 4.48490 0.65275 3.66668
H18 3.37708 -0.62854 2.66016
H19 5.92779 1.05100 1.79124
H20 4.42257 1.48678 0.65327
H21 -0.26274 3.39756 1.77791
H22 1.16465 2.99984 0.61360
H23 -1.02791 1.31516 -0.55127
H24 -2.00784 2.78466 0.16466
H25 0.68025 3.72554 -1.39157
H26 -1.10020 4.46996 -1.42963
H27 -0.58076 1.41616 -2.68245
H28 -1.83549 2.75437 -3.14647
H29 0.41933 2.06472 -4.38967
Sr1 2.59711 -2.15639 4.67099

Summary:
Multiplicity = 1
Net charge = +1
Highest occupied orbital energy = -10.531 eV



[4]
Here is a structure of composition C13H29Cl8N3O3 from OMol25. Energies are from ωB97M-V with the def2-TZVPD basis set.

Element x y z (Å)
C1 0.77107 2.14390 -0.06068
C2 1.85910 2.70900 0.86932
O1 2.69095 2.01467 1.36799
N1 1.70896 4.01238 1.15997
C3 2.44998 4.84177 2.04550
H1 0.39762 2.99301 -0.63309
H2 0.01139 1.69011 0.57574
H3 1.24579 1.35817 -0.64836
H4 1.01310 4.47441 0.59215
H5 3.45735 4.48091 2.25299
H6 1.83416 5.09379 2.90884
H7 2.49049 5.78842 1.50669
C4 3.30100 -4.39229 0.55969
C5 3.12504 -2.91792 0.51915
O2 3.98760 -2.12519 0.13027
N2 1.84474 -2.49241 0.67544
C6 1.45324 -1.09847 0.68571
H8 3.00006 -4.83865 1.50748
H9 4.33291 -4.48074 0.21992
H10 2.66492 -4.86413 -0.18923
H11 1.20459 -3.25736 0.83408
H12 2.18052 -0.33268 0.95538
H13 0.65827 -0.96960 1.42022
H14 1.04468 -0.92137 -0.30918
C7 0.68281 0.24826 -3.45215
C8 -0.22768 -0.59422 -2.63741
O3 -1.29842 -0.11918 -2.31073
N3 0.14644 -1.83993 -2.35395
C9 -0.69234 -2.82041 -1.62602
H15 1.68213 0.26245 -3.01714
H16 0.18501 1.19903 -3.64280
H17 0.82033 -0.30152 -4.38325
H18 1.14561 -1.98089 -2.39767
H19 -0.71418 -3.78391 -2.13523
H20 -1.70715 -2.48073 -1.41888
H21 -0.29403 -2.91505 -0.61583
C10 -4.26995 0.54915 -1.69737
Cl1 -3.55898 1.41769 -3.05948
Cl2 -3.12366 -0.80710 -1.49774
H22 -4.29220 1.17213 -0.80323
H23 -5.29384 0.22580 -1.88496
C11 -3.67668 2.94835 0.83140
Cl3 -2.41450 3.62222 -0.27516
Cl4 -2.76225 1.79842 1.73095
H24 -4.05384 3.71802 1.50479
H25 -4.50679 2.46765 0.31376
C12 -1.45463 0.00447 0.09539
Cl5 -1.94459 -1.33860 1.11505
Cl6 0.21663 0.19496 0.40119
H26 -1.63163 -0.33225 -0.92608
H27 -2.02632 0.87818 0.40828
C13 -0.75847 -1.91867 2.98276
Cl7 0.94456 -2.51151 3.14898
Cl8 -1.87740 -3.22242 2.33837
H28 -1.17767 -1.63268 3.94743
H29 -0.79385 -1.01742 2.37072

Summary:
Multiplicity = 1
Highest occupied orbital energy = -5.685 eV



[5]
Here is a cluster of 5 separate species, C13H29Cl8NO3P in total from OMol25. Energies are from ωB97M-V with the def2-TZVPD basis set.

Element x y z (Å)
C1 5.24660 0.64036 -3.42636
C2 3.73435 0.41209 -3.37666
C3 3.01543 1.71917 -2.98896
C4 3.42561 -0.71411 -2.39155
C5 1.94877 -1.20306 -2.36600
N1 1.13120 -0.55259 -3.36825
P1 -0.38639 -0.40793 -3.05923
O1 -1.29861 -1.52220 -2.62900
O2 -0.56296 0.78054 -1.92706
O3 -1.04463 0.29375 -4.38045
H1 5.79646 -0.29704 -3.54178
H2 5.52162 1.32124 -4.23573
H3 5.58651 1.09897 -2.49124
H4 3.39143 0.11008 -4.36725
H5 3.71258 2.56370 -2.96830
H6 2.52484 1.62695 -2.01909
H7 2.21938 1.95102 -3.69389
H8 3.71883 -0.36200 -1.39402
H9 4.07719 -1.56693 -2.61501
H10 1.95308 -2.29275 -2.52184
H11 1.57343 -1.06089 -1.33729
H12 -1.47397 0.73318 -1.60241
H13 -1.83253 -0.21521 -4.57192
Cl1 -2.90164 -0.13584 0.07353
C6 -1.63745 -1.37016 0.33436
C7 -1.46173 -1.69171 1.79353
Cl2 -0.75270 -0.31726 2.69273
H14 -0.72773 -0.99069 -0.12134
H15 -1.94752 -2.25091 -0.22207
H16 -0.76972 -2.52439 1.90683
H17 -2.40607 -1.93892 2.27223
Cl3 0.97022 -2.88090 4.62267
C8 1.16637 -1.22504 5.25351
C9 2.05045 -1.16029 6.46801
Cl4 1.30313 -1.91962 7.90437
H18 0.17385 -0.82888 5.44882
H19 1.60244 -0.65261 4.43872
H20 2.23170 -0.11715 6.72087
H21 2.99967 -1.66071 6.29626
Cl5 1.68882 1.86639 3.66781
C10 0.68317 3.10756 2.87073
C11 -0.23019 3.80174 3.84889
Cl6 -1.48238 2.71776 4.50225
H22 0.12809 2.60740 2.08054
H23 1.36161 3.83571 2.43059
H24 -0.74074 4.61848 3.34142
H25 0.33065 4.19793 4.69181
Cl7 -6.86681 -1.41513 0.05848
C12 -7.34838 -1.20993 -1.64663
C13 -6.17081 -0.95458 -2.55250
Cl8 -5.41130 0.62219 -2.25142
H26 -8.05837 -0.38773 -1.68653
H27 -7.84549 -2.13013 -1.94920
H28 -6.51054 -0.95804 -3.58725
H29 -5.39880 -1.71090 -2.42869

Summary:
Multiplicity = 1
Net charge = -1
Highest occupied orbital energy = -3.955 eV